A structure of composition C51H64As2N6OS6TeTi at a distorted geometry, computed with ωB97M-V/def2-TZVPD.

Structure (XYZ):
```
132
Properties=species:S:1:pos:R:3:lowdin_charge:R:1
C 0.27227 -4.54184 2.73157 -0.3657
C 2.80526 -4.19814 -3.39582 -0.0644
H -1.00516 -3.11345 -5.41334 0.0734
C 0.92085 0.70893 -7.50497 -0.0310
H 1.75233 -7.15171 1.18313 0.1007
C -0.56155 -1.58896 6.47080 -0.0706
C 3.06927 2.42990 7.84497 -0.1090
H -2.65120 6.32819 -0.92218 0.1748
S -1.01519 0.90384 2.81177 0.0291
O -2.16123 -1.71673 -0.51775 -0.2933
H -2.04832 3.97629 2.34762 0.0272
H 0.67079 0.93324 -10.10684 0.0691
H -1.35991 -7.13804 4.13310 0.1054
Ti -1.45212 -0.59700 0.93520 0.1552
H -0.90140 -3.39274 -2.85061 0.0980
C -3.41440 4.41594 -0.74574 -0.0599
H -1.47723 -1.52396 -8.24123 0.1158
C 0.02973 -0.00865 -8.28248 -0.2781
H 1.12092 1.34336 -0.95020 0.0289
H 0.51161 1.52355 5.81275 0.1145
S -3.83018 -0.37935 1.56834 0.0924
C 2.09309 -0.08117 0.02449 -0.7206
H 0.13173 3.32267 4.18203 0.0415
H -1.41599 -1.15265 6.97067 0.0840
H 0.30833 3.59080 -0.31288 0.0996
C -2.30346 -0.53882 -1.10982 -0.8015
N -1.59500 3.28866 0.44804 -0.1464
H -4.29907 1.61795 -4.68903 0.0908
C -2.09616 5.62460 0.94298 -0.0614
C 1.13084 -5.22496 1.87695 -0.0807
N 3.40165 -0.53965 0.27455 0.0578
C 0.64673 -1.76670 7.11953 -0.0983
H 4.38867 4.08163 7.48745 0.0928
H 4.31785 -2.01894 -3.14923 0.0746
H 3.85757 -4.42097 -3.53233 0.1069
H -1.06783 0.65003 -10.01049 0.0795
C 1.74789 -2.27134 6.43419 -0.0907
N -1.07667 -2.29157 2.13641 -0.4171
H -1.63332 -1.73065 4.62828 0.0060
C -4.39101 -1.34946 -2.21349 -0.0164
H 3.58341 4.37947 2.20006 0.0056
C 0.57916 -4.93584 -2.92005 -0.0831
H -4.34347 4.83187 -0.35261 0.1302
H 1.36558 4.56696 3.89603 0.0632
H 2.36676 2.17530 -6.01371 0.0706
H -1.28878 -4.67157 4.20699 0.1202
S 0.82225 -1.26567 -0.18956 0.6696
C 2.48899 0.85087 3.38451 -0.3274
C 2.03108 1.34905 -5.38778 -0.0947
H 3.30383 4.72694 5.37321 0.1032
H 3.69782 -1.76989 -4.78269 0.0873
C -0.69159 -1.92641 5.12924 -0.1182
C -4.32849 0.79272 -3.98818 -0.1014
S -4.09957 2.76422 3.36965 -0.1335
H 4.19552 3.22571 3.40964 0.0079
C -3.36578 -0.41282 -2.13747 -0.1771
H 3.20134 0.40789 2.69622 -0.0069
H 0.18627 -8.37796 2.65562 0.0990
H 1.55583 1.45124 -7.97693 0.1077
C 1.02699 -2.59317 -3.32012 -0.4649
H -6.19541 -1.92451 -3.20771 0.0961
H 2.63422 1.07873 -1.55038 0.0871
C -1.49269 4.30620 1.46961 -0.1879
C 3.54211 3.51294 7.12227 -0.1056
H 2.90641 0.75395 -5.12102 0.0633
C 0.40389 -2.43462 4.46324 -0.4036
C 0.21274 -0.44245 -5.50427 -0.3714
C -0.08968 0.23407 -9.76053 -0.0572
H 4.00141 -0.50696 -0.55172 0.0958
H 2.96551 1.05208 4.34422 0.0260
C 1.36455 2.08301 6.18162 -0.0453
C -2.96919 3.14273 0.00009 -0.1653
S -3.61710 -0.22948 5.08930 -0.1247
H -3.50346 4.28475 -1.82670 0.1242
As 1.86066 2.50254 2.54107 1.0847
H -0.12309 -5.72266 -2.67548 0.1038
C -0.62742 -5.21995 3.54883 -0.0600
C -0.65748 -6.60050 3.51062 -0.0729
C 1.63414 -2.59618 5.09383 -0.1013
Te 0.20495 -0.63576 -3.35581 1.4861
C 0.20825 -7.29597 2.67077 -0.0853
H -1.85696 -2.87922 2.41426 0.0416
N 2.07604 1.12678 -0.69245 0.0581
H -2.51824 1.36528 -2.96840 0.0887
H 1.79365 -4.67073 1.22465 0.1024
H -0.33080 5.76362 -0.99858 0.1231
C 1.97481 1.71905 7.36823 -0.0814
C 3.41674 -1.81065 -3.72788 -0.0796
As -3.20560 0.81872 3.29688 -0.4280
S 0.33578 -2.75317 2.69725 0.9852
H -0.85826 2.82833 -1.41340 0.0982
H -3.59581 2.98897 0.87802 0.0298
C -0.76762 -0.95193 -7.65274 -0.0222
H 1.65098 0.17146 3.53156 -0.0246
C 3.66057 3.32269 2.46493 -0.3477
H 1.59476 0.87185 7.92139 0.0850
C 2.93071 3.87610 5.93242 -0.0711
C 1.09629 -6.61042 1.85170 -0.0844
H 2.49002 -2.96284 4.54107 0.1058
H -2.35046 -2.52998 -6.40046 0.0767
C -5.38731 -1.20562 -3.16353 -0.0879
N -1.57725 0.44071 -0.69321 -0.0973
C -1.08755 5.00824 -1.21645 -0.0696
H -4.39446 -2.17313 -1.51194 0.1172
H -1.29490 5.00762 -2.28826 0.1224
C -1.58314 -2.22960 -5.68762 -0.0683
H -2.06898 -1.87068 -4.77856 0.0523
H 0.02235 -0.69407 -10.32227 0.0768
H 3.03772 -0.82963 -3.44206 0.0090
H -1.43676 6.48735 1.04895 0.1231
C 2.38432 -2.87131 -3.48374 -0.3126
H 3.54719 2.14191 8.77314 0.0914
H -3.06263 5.84238 1.40138 0.1304
C -3.34008 0.66031 -3.03004 -0.0699
C 1.92012 -5.22397 -3.11996 -0.0927
C -5.35788 -0.14028 -4.05335 -0.1105
H 3.37329 -1.48964 0.62045 0.0723
C -0.69355 -1.17862 -6.28382 -0.2927
H -3.03483 2.26867 -0.64031 0.0879
C 1.83772 3.16723 5.44053 -0.3200
H 0.74534 -1.48721 8.16106 0.0961
H 2.27896 -6.24329 -3.04549 0.0974
H -0.44062 4.42978 1.73116 0.0942
H -6.13479 -0.03758 -4.80025 0.0896
C 1.20619 3.51277 4.14455 -0.3553
C 1.02159 0.51402 -6.12852 -0.3110
C -0.72918 3.60388 -0.65765 -0.1645
C 0.14182 -3.62650 -3.02549 -0.1511
H 4.21715 2.80953 1.68181 -0.0008
N -2.34446 5.44358 -0.52794 -0.1059
H 1.62889 1.75575 -4.46010 0.0394
H 2.69765 -2.38953 6.93882 0.0982
```

## Properties
HOMO-LUMO gap (alpha / beta)   4.47 / 4.67 eV
Total charge   -1
Relative energy (zero: lowest compared OMol25 entry of this formula, charge and spin)   45.20 kcal per mole
2S+1   2
LUMO (alpha / beta)   1.34 / 1.34 eV